1.
Entry from the Open Molecules 2025 dataset: a gas-phase ion, C7H13NO2PS (charge -1) (ωB97M-V with the def2-TZVPD basis set).

Output
- E_HOMO (eV) = -3.166
- charge = -1
- LUMO level (eV) = 3.524
- Kohn-Sham gap (eV) = 6.6892

Structure (XYZ):
```
25
Properties=species:S:1:pos:R:3:forces:R:3
C -0.476303 -4.078903 -0.602532 1.4 0.0 2.6
C -0.540605 -2.922623 -1.208149 -0.8 2.6 -0.1
S -1.475820 -2.688043 -2.666204 0.2 0.8 -0.5
C -1.445488 -0.462860 -2.770469 0.0 0.0 1.1
C -0.294601 0.112538 -2.155784 3.9 0.0 -2.4
C -0.210189 0.266565 -0.754548 0.4 -0.1 1.0
O -1.219937 0.193334 -0.080374 -1.0 -0.1 1.4
O 1.048315 0.475553 -0.038434 -0.1 0.0 0.1
P 1.608182 0.526320 1.721848 -1.9 0.6 -2.3
C 2.418641 2.115563 1.466805 2.9 1.4 0.2
N 0.315421 1.157131 2.675189 2.4 0.0 -1.1
C -0.623769 2.069356 2.058390 2.2 3.2 -0.6
H -0.124670 -4.296777 0.452588 -0.2 0.5 -1.5
H -0.824341 -4.835374 -1.199234 -0.9 -2.4 -0.8
H -0.252794 -1.943484 -0.791562 0.2 -0.8 0.0
H -1.717476 -0.369823 -3.824118 0.7 0.0 0.2
H -2.278935 -0.198493 -2.141156 -0.6 -0.6 0.1
H 0.700910 0.147424 -2.780365 -1.9 -0.1 1.4
H 1.832526 3.030862 1.734993 0.5 -1.0 0.2
H 2.664263 2.251011 0.396225 -0.1 -0.3 0.5
H 3.479652 2.107146 2.025124 -2.4 0.2 -1.0
H -0.161447 0.332888 2.896700 -1.3 -1.3 0.8
H -0.188074 2.853669 1.257956 -0.4 -1.8 1.9
H -1.223361 1.483899 1.462782 -2.3 -0.8 -1.0
H -1.010100 2.673119 2.864329 -0.9 0.2 0.0
```
Forces are in eV/Å.


2.
Entry from the Open Molecules 2025 dataset: a single C7H13NO5 molecule (ωB97M-V with the def2-TZVPD basis set).

Output
- E_HOMO (eV) = -9.761
- LUMO level (eV) = 0.573
- Kohn-Sham gap (eV) = 10.3341

Structure (XYZ):
```
26
Properties=species:S:1:pos:R:3:forces:R:3
O -2.065899 -0.357901 0.874300 1.0 1.8 -0.1
C -1.521478 0.748325 0.811354 -1.4 -1.0 -0.1
C -1.515194 1.676140 1.973834 0.5 -0.3 2.0
O -1.961253 1.143323 3.198714 0.2 -0.7 0.4
C -0.824691 1.319865 -0.372888 2.1 -0.7 -0.6
C 0.693142 0.939869 -0.330936 1.6 -1.0 1.9
C 1.185177 -0.437624 -1.013859 -2.1 0.9 0.6
O 2.567434 -0.481805 -0.763418 -0.3 0.4 0.2
C 0.762588 -0.541734 -2.547242 0.8 -1.2 0.7
O -0.537225 -1.146088 -2.625169 0.1 0.1 1.5
N 0.360853 -1.497591 -0.337945 1.8 -0.5 2.2
C 0.844180 -1.831045 0.825014 -1.3 0.7 -3.9
O 0.339723 -2.742126 1.614252 1.7 0.4 1.7
H -2.164697 2.499615 1.912244 -1.1 1.3 -1.4
H -0.549072 2.177275 2.120803 0.3 -0.5 -0.2
H -2.045055 0.183877 3.133796 0.0 0.0 -0.2
H -0.736508 2.398118 -0.420538 -0.8 0.3 0.5
H -1.173559 0.971016 -1.323606 -0.7 -0.3 -0.4
H 1.241832 1.728348 -0.785954 0.4 0.7 -0.8
H 1.148796 1.024681 0.786465 -1.2 -0.7 -2.3
H 3.047280 -1.116294 -1.299240 -0.3 -0.3 -0.3
H 1.608574 -1.146744 -3.083832 -1.6 0.5 0.8
H 0.795485 0.441942 -3.047145 -0.3 -0.2 0.3
H -0.833034 -1.444264 -1.648891 1.5 0.8 -2.6
H 1.761325 -1.393273 1.090459 1.1 0.2 1.2
H -0.428726 -3.115905 1.259427 -2.1 -0.8 -1.1
```
Forces are in eV/Å.


3.
Entry from the Open Molecules 2025 dataset: 2 unconnected molecules or ions with the total composition C7H13NOP (ωB97M-V with the def2-TZVPD basis set).

Output
- E_HOMO (eV) = -12.360
- charge = +1
- LUMO level (eV) = -4.052
- Kohn-Sham gap (eV) = 8.3076

Structure (XYZ):
```
23
Properties=species:S:1:pos:R:3:forces:R:3
C 0.475353 -0.366499 -4.481829 2.2 -1.9 1.8
C 0.306245 1.976068 1.677046 1.1 1.1 0.4
C 0.367621 -0.446591 -3.173948 0.7 0.6 -3.0
C 0.280704 -0.976420 0.549975 2.1 -2.3 0.1
C 0.756773 3.498048 1.846899 -0.6 -0.4 0.1
C 0.559750 -2.467419 0.632807 0.5 -1.1 -1.4
C -1.990993 -1.080907 0.897532 -3.4 0.2 -0.7
N -0.783297 -0.353098 0.804600 0.0 1.0 -0.6
O 0.386467 -0.355710 -2.027036 -0.3 -0.3 1.7
P -0.924667 1.489449 0.684140 0.0 0.2 0.0
H 1.213401 -0.860803 -5.107407 0.4 -0.3 0.9
H -0.191266 0.040057 -5.106625 -3.0 1.8 -1.5
H 0.912747 1.211433 2.191416 -0.2 0.5 -0.1
H 1.564512 3.738727 1.126196 -0.4 -0.4 0.3
H 1.144651 3.793556 2.870213 -0.6 -0.9 -1.1
H -0.091879 4.186444 1.614417 0.6 -0.6 0.1
H 0.376507 -3.034984 -0.361533 -0.3 1.2 1.4
H 1.654040 -2.763574 0.765090 -1.3 1.2 0.2
H -0.023743 -2.946876 1.419427 0.0 0.0 -0.2
H -2.474304 -1.451737 -0.067547 1.1 0.8 0.9
H -2.747178 -0.504131 1.431191 0.0 0.4 -0.3
H -1.908386 -1.898915 1.526154 0.6 -1.9 1.1
H 1.136940 -0.426117 0.288821 0.9 1.1 -0.1
```
Forces are in eV/Å.


4.
Entry from the Open Molecules 2025 dataset: a molecular structure, C7H13NS (ωB97M-V with the def2-TZVPD basis set).

Output
- E_HOMO (alpha / beta) (eV) = -7.782 / -7.946
- LUMO level (alpha / beta) (eV) = -0.673 / 0.185
- Kohn-Sham gap (alpha / beta) (eV) = 7.1091 / 8.1302

Structure (XYZ):
```
22
Properties=species:S:1:pos:R:3:forces:R:3
C -1.977095 0.373469 2.093385 0.9 -1.3 -2.0
C -0.784352 0.704203 1.518283 0.2 2.2 0.4
C -0.072202 0.262947 0.415514 -2.1 -5.4 -2.9
C -0.409452 -1.361437 -0.575548 0.1 3.0 4.3
C 0.500521 -1.330345 -1.649535 2.0 -2.7 -2.6
C -0.746326 -2.724162 0.006648 -1.3 2.2 2.0
C 0.726554 2.550767 -1.171546 -0.3 -0.9 1.9
N 1.857524 1.595181 1.162719 3.9 0.7 1.1
S 1.378768 1.011608 -0.202794 -0.3 1.7 0.0
H -2.265864 0.880730 2.951749 -0.7 0.8 1.3
H -2.627728 -0.376735 1.655577 0.1 -0.1 0.2
H -0.328323 1.651345 1.909299 -0.1 -1.1 0.0
H 0.216451 -2.033675 -2.516333 0.3 1.0 1.2
H 1.600604 -1.564326 -1.420409 -1.3 -0.2 0.1
H 0.584451 -0.362885 -1.984652 0.0 2.1 -1.6
H -0.582842 -2.675008 1.142988 -0.5 -0.3 -1.6
H -0.064378 -3.395619 -0.428523 0.8 -1.1 -0.4
H -1.789583 -3.043833 -0.241007 0.8 0.2 0.4
H 0.535887 3.391120 -0.350816 0.8 -1.8 -2.0
H -0.225677 2.125737 -1.518925 0.2 0.7 -0.6
H 1.520563 2.659125 -1.943456 -0.9 0.6 0.5
H 2.952498 1.661793 1.147382 -2.6 -0.3 0.0
```
Forces are in eV/Å.


5.
Entry from the Open Molecules 2025 dataset: a single C7H13NSSi2 molecule (ωB97M-V with the def2-TZVPD basis set).

Output
- E_HOMO (alpha / beta) (eV) = -6.023 / -8.699
- LUMO level (alpha / beta) (eV) = 0.772 / -1.763
- expectation value of S² = 2.029
- multiplicity = 3
- Kohn-Sham gap (alpha / beta) (eV) = 6.7950 / 6.9360

Structure (XYZ):
```
24
Properties=species:S:1:pos:R:3:forces:R:3
C 2.621467 -0.450921 1.207710 -2.2 -0.8 -3.3
C 2.101030 -0.928237 -0.021877 2.6 -1.5 1.5
C 1.922050 0.537230 1.866448 2.9 0.7 2.5
C 0.780145 -0.683280 -0.465514 -2.1 0.5 -1.4
C 0.763051 1.028471 1.376348 -3.3 1.3 -2.4
C 0.213567 0.498043 0.181880 1.6 0.4 2.7
C -0.018673 2.166710 2.071949 -0.1 -2.1 -1.4
N -1.653747 0.291950 -1.605920 1.1 1.4 2.2
Si -2.761685 0.379592 -2.880071 -1.3 1.6 -0.7
Si -0.350524 -2.367423 -0.039513 1.0 2.1 -0.6
S -1.134377 1.325916 -0.439968 -2.1 -0.6 -2.4
H 3.484319 -0.921309 1.530421 1.8 -0.3 0.8
H 2.634706 -1.728760 -0.590989 -0.2 0.8 0.7
H 2.431868 1.130720 2.675920 -0.7 -1.0 -0.6
H 0.671074 -0.565210 -1.574760 0.1 -0.5 0.7
H 0.332250 2.372003 3.052327 0.4 0.5 0.6
H -0.255790 2.987811 1.422388 0.7 0.9 -0.1
H -0.989175 1.710550 2.115453 -0.9 -0.1 0.9
H -4.052024 1.278264 -2.944224 0.9 -0.8 0.6
H -3.027235 -1.001126 -3.012750 -0.7 -1.2 -0.4
H -2.128248 0.862661 -4.102752 0.5 0.1 -0.3
H -1.146926 -2.131878 1.134134 -0.3 0.1 0.7
H 0.802581 -3.189851 0.191787 0.2 -1.2 0.1
H -1.239702 -2.601927 -1.148425 -0.2 -0.5 -0.6
```
Forces are in eV/Å.


6.
Entry from the Open Molecules 2025 dataset: a single C7H14 molecule (ωB97M-V with the def2-TZVPD basis set).

Output
- E_HOMO (eV) = -9.533
- LUMO level (eV) = 1.114
- Kohn-Sham gap (eV) = 10.6462

Structure (XYZ):
```
21
Properties=species:S:1:pos:R:3:forces:R:3
C -1.856641 -0.494294 1.188764 -0.1 -0.1 0.0
C -1.262655 0.115193 -0.091031 -0.7 -0.4 -0.8
C 0.136959 -0.316733 -0.420654 -0.1 0.0 -0.2
C 0.056362 -1.801474 -0.616186 -1.0 -0.2 -0.7
C 0.803937 0.447021 -1.532453 -0.1 0.0 -0.3
C 1.420966 0.445607 -0.166821 -0.1 -0.2 0.3
C 1.493401 1.700178 0.674043 -0.1 0.0 0.0
H -2.673479 0.118295 1.582888 0.1 -0.1 -0.1
H -2.271338 -1.465803 0.913960 -0.1 0.0 0.3
H -1.139887 -0.667581 2.005117 0.0 0.2 -0.3
H -1.810894 -0.470402 -0.998606 0.4 2.5 1.8
H -1.316445 1.221417 -0.063559 -0.4 -0.6 -0.4
H -0.195022 -2.365451 0.293478 0.1 0.3 -0.1
H 1.036601 -2.194246 -0.964072 -1.0 -0.1 -0.5
H -0.961335 -1.810213 -1.294892 3.0 -1.2 0.9
H 1.261456 -0.136380 -2.325891 0.0 0.1 0.1
H 0.292194 1.350432 -1.857819 0.2 -0.1 0.0
H 2.302039 -0.187170 -0.067007 -0.1 0.0 0.0
H 1.425528 1.450328 1.737160 0.0 0.1 -0.1
H 0.688417 2.404303 0.438750 0.1 -0.1 0.0
H 2.443639 2.223788 0.512916 -0.2 -0.1 0.0
```
Forces are in eV/Å.


7.
Entry from the Open Molecules 2025 dataset: 2 unconnected molecules or ions with the total composition C7H14 (ωB97M-V with the def2-TZVPD basis set).

Output
- E_HOMO (alpha / beta) (eV) = -6.848 / -6.707
- LUMO level (alpha / beta) (eV) = 0.718 / 0.572
- Kohn-Sham gap (alpha / beta) (eV) = 7.5657 / 7.2787

Structure (XYZ):
```
21
Properties=species:S:1:pos:R:3:forces:R:3
C 1.996525 -0.788020 0.783521 0.1 0.0 0.2
C 0.813208 -0.743442 -0.114063 0.7 -0.6 0.2
C 0.024378 0.425302 -0.149055 -2.0 -0.1 -0.5
C 0.405580 1.700350 0.335047 0.4 0.6 0.4
C -1.140187 0.411685 -1.230076 0.7 0.2 -0.4
C -1.589470 0.179436 0.112024 0.2 0.0 0.7
C -2.053034 -1.151510 0.635824 -0.1 0.0 -0.1
H 2.440435 -1.787353 0.835857 -0.1 0.2 0.0
H 2.789181 -0.081080 0.483145 -0.1 -0.2 0.0
H 1.702456 -0.471880 1.804616 0.1 -0.1 -0.2
H 2.013350 0.654413 -1.769609 0.1 0.3 0.0
H 0.522964 -1.619180 -0.686914 0.0 0.2 0.1
H 1.385732 1.862473 0.769239 -0.2 0.0 -0.1
H -0.323724 2.500322 0.418652 0.1 -0.1 -0.1
H 1.917738 1.381111 -1.584906 0.1 -0.3 -0.2
H -1.295475 1.375780 -1.699500 -0.1 -0.1 0.0
H -1.067213 -0.435933 -1.905198 -0.1 0.1 0.1
H -1.991590 1.034765 0.644873 0.0 -0.1 -0.1
H -1.743615 -1.288582 1.675509 -0.1 0.0 -0.1
H -1.658439 -1.980431 0.045907 -0.1 0.1 0.1
H -3.148792 -1.178225 0.595117 0.1 -0.1 0.0
```
Forces are in eV/Å.


8.
Entry from the Open Molecules 2025 dataset: a single C7H14 molecule (ωB97M-V with the def2-TZVPD basis set).

Output
- E_HOMO (eV) = -9.094
- LUMO level (eV) = 1.260
- Kohn-Sham gap (eV) = 10.3541

Structure (XYZ):
```
21
Properties=species:S:1:pos:R:3:forces:R:3
C 0.121425 2.896172 -1.816185 -2.7 0.5 -2.3
C 0.802257 1.735524 -1.296596 -1.0 -0.5 -1.3
C 0.149460 0.580748 -1.238569 2.7 -3.3 0.6
C 1.015816 -0.674728 -0.711618 -2.3 1.1 -0.4
C 0.103806 -1.485254 0.276977 -0.1 -2.1 -6.3
C -0.063132 -1.059416 1.636954 0.2 1.9 3.9
C -1.252459 -1.679010 2.329915 -2.4 0.2 -1.3
H 0.218122 3.070621 -2.916950 0.4 -0.4 0.6
H 0.504773 3.760051 -1.385131 0.2 1.9 1.0
H -0.993050 2.804337 -1.702917 1.0 0.4 0.3
H 1.868076 1.946954 -1.230695 0.0 -1.0 0.9
H -0.816718 0.180212 -1.696021 1.0 1.6 0.9
H 1.731953 -0.320151 -0.007686 1.6 0.5 -0.5
H 1.348645 -1.232773 -1.655060 -0.1 0.4 1.8
H -0.846958 -1.393403 -0.380243 0.5 -0.5 1.9
H 0.396844 -2.558875 0.019647 -0.4 0.9 1.4
H -0.261516 0.102223 1.753245 0.7 -2.1 -0.8
H 0.700748 -1.276834 2.465878 0.2 0.4 -1.9
H -1.499411 -0.884450 3.020188 -1.3 0.0 0.1
H -2.059885 -1.995857 1.556302 0.9 1.1 1.5
H -1.168796 -2.516084 2.978555 1.0 -1.1 0.2
```
Forces are in eV/Å.